Entry from the Open Molecules 2025 dataset: a 3-piece molecular cluster, C4H15N2O2 overall in a non-equilibrium geometry (ωB97M-V/def2-TZVPD).

- Frontier orbital gap (alpha / beta): 10.9 / 7.2 eV
- Electronic energy: -11447.958 eV
- Multiplicity: 2
- ΔE to the lowest compared entry with this formula, charge and spin: 19.79 kcal per mole
- HOMO energy (alpha / beta): -18.709 / -18.708 eV
- Net charge: +2

Structure (XYZ):
```
23
C4H15N2O2 | the Open Molecules 2025 dataset | ωB97M-V/def2-TZVPD
C 1.8862 1.6786 2.1361
C 1.1129 0.3292 2.2186
C 0.5516 -0.0950 0.8885
C 0.3300 0.9052 -0.0893
N 0.0069 0.6375 -1.5114
N 0.1571 -1.3277 0.7267
H 1.2309 2.5512 2.2696
H 2.4554 2.0672 1.2656
H 2.6943 1.7467 2.9019
H 0.3861 0.5449 3.0002
H 1.8540 -0.3744 2.6134
H 0.4577 1.9506 0.1443
H -0.8324 1.2058 -1.7163
H 0.7870 0.8787 -2.1572
H -0.0653 -0.3778 -1.6273
H -0.1991 -1.7243 -0.1420
H 0.3552 -2.0378 1.4244
H -3.7647 0.6830 -1.7056
H -3.4211 0.7931 -0.1800
O -3.0637 0.9056 -1.0692
H 0.7298 -2.8711 -2.4183
H -0.6551 -3.3999 -2.2133
O -0.1746 -2.5598 -2.2658
```



Entry from the Open Molecules 2025 dataset: a 2-piece molecular cluster, C4H15N3O overall in a non-equilibrium geometry (ωB97M-V/def2-TZVPD).

- SMILES: NCCNCCN.O
- Frontier orbital gap: 9.5 eV
- Electronic energy: -10908.826 eV
- ΔE to the lowest compared entry with this formula, charge and spin: 16.46 kcal per mole
- HOMO energy: -8.679 eV

Structure (XYZ):
```
23
C4H15N3O | the Open Molecules 2025 dataset | ωB97M-V/def2-TZVPD
C 1.3308 0.4744 -1.2606
N 0.7743 -0.5603 -0.3768
C 1.0662 -0.3437 1.0293
C 0.4396 -1.4389 1.8649
N -1.0451 -1.3062 1.9270
C 0.4739 0.7287 -2.4725
N -0.8728 1.2840 -2.2095
H 2.3383 0.1469 -1.5535
H 1.4899 1.3732 -0.6559
H -0.2262 -0.6411 -0.4979
H 0.7090 0.6447 1.3393
H 2.1492 -0.3831 1.1602
H 0.7189 -2.4214 1.5136
H 0.7860 -1.3198 2.8791
H -1.5194 -1.9418 1.3079
H -1.3398 -1.3808 2.8840
H 0.3461 -0.1951 -3.0355
H 0.9624 1.4470 -3.1186
H -0.7585 2.2843 -2.1209
H -1.2960 0.9815 -1.3348
H -2.8764 1.2432 1.0948
H -1.5523 0.3231 1.0410
O -2.0981 1.0012 0.5954
```



Entry from the Open Molecules 2025 dataset: a 2-piece molecular cluster, C4H15N3O overall (ωB97M-V/def2-TZVPD).

- SMILES: C[C@@H](N)CNCN.O
- Frontier orbital gap: 9.1 eV
- Electronic energy: -10909.087 eV
- ΔE to the lowest compared entry with this formula, charge and spin: 10.43 kcal per mole
- HOMO energy: -8.605 eV

Structure (XYZ):
```
23
C4H15N3O | the Open Molecules 2025 dataset | ωB97M-V/def2-TZVPD
C 0.1426 0.8789 0.0238
N -0.8664 0.2201 0.8399
C -2.2343 0.4825 0.4094
N -2.6392 0.0591 -0.9238
C 1.5388 0.7251 0.6113
C 2.0376 -0.7226 0.5622
N 2.4359 1.6560 -0.0827
H -0.0876 1.9420 -0.0022
H 0.1550 0.5226 -1.0238
H -0.7111 -0.7807 0.8287
H -2.3911 1.5584 0.4746
H -2.9022 0.0096 1.1298
H -2.1406 0.5900 -1.6315
H -2.3865 -0.9111 -1.0823
H 1.4930 1.0407 1.6562
H 2.9971 -0.7969 1.0740
H 1.3556 -1.4104 1.0628
H 2.1737 -1.0306 -0.4800
H 2.5733 1.3508 -1.0402
H 3.3464 1.6617 0.3610
H 0.2451 -2.0544 -1.1484
H -0.5051 -3.3377 -1.4252
O -0.5731 -2.5180 -0.9156
```



Entry from the Open Molecules 2025 dataset: a 2-piece molecular cluster, C4H15N3O overall in a non-equilibrium geometry (ωB97M-V/def2-TZVPD).

- Frontier orbital gap: 9.8 eV
- Electronic energy: -10892.952 eV
- ΔE to the lowest compared entry with this formula, charge and spin: 28.15 kcal per mole
- HOMO energy: -16.111 eV
- Net charge: +2

Structure (XYZ):
```
23
C4H15N3O | the Open Molecules 2025 dataset | ωB97M-V/def2-TZVPD
C -0.1869 1.6798 1.8678
C 0.5882 1.1233 0.6660
C -0.0525 -0.0572 0.0077
C -0.4325 0.0264 -1.2886
N -1.0579 -1.0477 -2.0394
N -0.1562 -1.2114 0.7371
N 0.1500 3.0905 2.3478
H -1.2526 1.5351 1.7037
H -0.0250 1.0978 2.7753
H 1.6500 0.9236 0.8944
H 0.7872 1.9877 0.0236
H -0.4825 1.0361 -1.6665
H -2.0506 -1.0943 -1.7754
H -1.0740 -0.8244 -3.0399
H -0.5907 -1.9624 -1.9397
H -0.1462 -2.0666 0.2112
H 0.1388 -1.2689 1.6824
H -0.0755 3.2608 3.3252
H -0.3894 3.7502 1.7887
H 1.1480 3.2498 2.2191
H 1.6451 -2.7803 -2.6347
H 1.2196 -3.9711 -1.7042
O 0.9524 -3.0857 -2.0386
```



Entry from the Open Molecules 2025 dataset: a 2-piece molecular cluster, C4H15N3O overall in a non-equilibrium geometry (ωB97M-V/def2-TZVPD).

- Frontier orbital gap: 11.6 eV
- Electronic energy: -10893.677 eV
- ΔE to the lowest compared entry with this formula, charge and spin: 11.44 kcal per mole
- HOMO energy: -17.988 eV
- Net charge: +2

Structure (XYZ):
```
23
C4H15N3O | the Open Molecules 2025 dataset | ωB97M-V/def2-TZVPD
C -0.6793 -1.1909 -1.8740
C -0.4089 -0.7573 -0.4038
C -0.9705 0.6168 -0.1621
N 0.9834 3.2182 1.5362
C 0.1002 2.6254 0.7827
N -0.2353 1.3594 0.8988
N -0.4756 -2.6620 -2.0511
H 0.1382 -0.7484 -2.4220
H -1.6370 -0.8403 -2.2431
H -0.7244 -1.6013 0.2122
H 0.6713 -0.7480 -0.2227
H -1.0096 1.2697 -1.0254
H -1.9992 0.5352 0.2019
H 1.2174 4.1744 1.3160
H 1.5782 2.7316 2.1934
H -0.4513 3.1966 0.0460
H 0.4252 0.7656 1.3905
H 0.4169 -2.9705 -1.6697
H -0.6219 -2.9408 -3.0303
H -1.2577 -3.2072 -1.6648
H 2.3978 -1.1073 2.6638
H 1.0125 -0.9173 3.1704
O 1.5297 -0.8015 2.3571
```



Entry from the Open Molecules 2025 dataset: a 2-piece molecular cluster, C4H15N3O overall in a non-equilibrium geometry (ωB97M-V/def2-TZVPD).

- Frontier orbital gap: 11.1 eV
- Electronic energy: -10890.955 eV
- ΔE to the lowest compared entry with this formula, charge and spin: 74.21 kcal per mole
- HOMO energy: -17.837 eV
- Net charge: +2

Structure (XYZ):
```
23
C4H15N3O | the Open Molecules 2025 dataset | ωB97M-V/def2-TZVPD
C -0.9370 -0.9806 -2.2196
C -0.7930 -0.6285 -0.7433
C 0.4560 0.1489 -0.1538
N -0.4883 2.9849 2.1425
C -0.2750 1.7392 1.5988
N -0.1747 1.4481 0.2920
N -0.6340 -2.4113 -2.6041
H -0.1970 -0.2531 -2.7068
H -1.9598 -0.8436 -2.7893
H -1.8272 -0.0737 -0.3978
H -0.9722 -1.5364 -0.2046
H 0.8575 -0.5522 0.6602
H 1.0707 0.8092 -0.8049
H -0.3531 3.1812 3.1465
H -0.9894 3.6543 1.5640
H 0.2823 0.9362 2.2954
H -0.7398 1.9205 -0.4164
H 0.3310 -2.5178 -2.8697
H -1.2112 -2.7582 -3.4069
H -0.9752 -3.1255 -1.7917
H 2.9789 -2.1501 1.4740
H 2.9447 -0.8239 2.1340
O 2.3917 -1.4616 1.8011
```



Entry from the Open Molecules 2025 dataset: C4H15N4 as an isolated structure (ωB97M-V/def2-TZVPD).

- Frontier orbital gap: 9.4 eV
- Electronic energy: -10345.142 eV
- ΔE to the lowest compared entry with this formula, charge and spin: 37.79 kcal per mole
- HOMO energy: -12.220 eV
- Net charge: +1

Structure (XYZ):
```
23
C4H15N4 | the Open Molecules 2025 dataset | ωB97M-V/def2-TZVPD
C 1.6318 -1.3437 0.4392
C 0.6524 -2.4711 0.7099
N 1.2866 -3.7179 0.2990
N 1.0792 -0.0281 0.8484
H 2.5724 -1.5379 0.9441
H 1.8303 -1.3148 -0.6334
H 0.3186 -2.4783 1.7527
H -0.2455 -2.3179 0.1135
H 0.5775 -4.3752 -0.0032
H 1.7455 -4.1443 1.0953
H 0.9419 -0.0317 1.8559
H 1.7439 0.7213 0.6651
C -1.0958 1.7280 -1.0740
C -1.6319 2.8511 -0.5974
N -1.6677 4.0466 -1.3013
N -1.1874 0.4639 -0.3591
H -0.4472 1.7207 -1.9361
H -2.0966 2.8928 0.3788
H -1.5589 4.8571 -0.7060
H -0.9913 4.0900 -2.0505
H -0.1047 0.2206 0.2195
H -1.4223 -0.2979 -0.9939
H -1.9307 0.4666 0.3338
```



Entry from the Open Molecules 2025 dataset: a 3-piece molecular cluster, C4H15NO2 overall in a non-equilibrium geometry (ωB97M-V/def2-TZVPD).

- SMILES: CCCCN.O.O
- Frontier orbital gap: 10.1 eV
- Electronic energy: -9974.253 eV
- ΔE to the lowest compared entry with this formula, charge and spin: 65.32 kcal per mole
- HOMO energy: -9.511 eV

Structure (XYZ):
```
22
C4H15NO2 | the Open Molecules 2025 dataset | ωB97M-V/def2-TZVPD
C 0.8179 -0.1001 -1.5942
C 0.4617 -1.6480 -1.5616
C -0.8531 -2.0851 -0.8885
C -1.4622 -1.0547 0.1839
N -0.4400 -0.4701 1.2332
H 0.3734 0.3840 -0.7630
H 0.2683 0.5824 -2.3773
H 1.9930 0.1509 -1.5246
H 0.6563 -2.0905 -2.5344
H 1.1771 -1.9501 -0.7965
H -1.4810 -2.2717 -1.6923
H -0.6796 -3.1398 -0.4463
H -2.2132 -1.8133 0.5715
H -1.9336 -0.2204 -0.4328
H 0.2575 -1.2250 1.2878
H -0.7928 -0.0133 2.1687
H 2.5751 2.1110 1.5915
H 1.1411 1.5701 1.8356
O 1.7328 2.3077 2.0140
H -1.0605 3.6995 1.9016
H 0.1630 3.4529 0.8060
O -0.7014 3.8236 1.0178
```



Entry from the Open Molecules 2025 dataset: a 3-piece molecular cluster, C4H15NO2 overall in a non-equilibrium geometry (ωB97M-V/def2-TZVPD).

- SMILES: CC(C)CN.O.O
- Frontier orbital gap: 10.6 eV
- Electronic energy: -9974.393 eV
- ΔE to the lowest compared entry with this formula, charge and spin: 62.11 kcal per mole
- HOMO energy: -9.864 eV

Structure (XYZ):
```
22
C4H15NO2 | the Open Molecules 2025 dataset | ωB97M-V/def2-TZVPD
C 0.4434 0.2500 -1.7006
C 1.1041 0.1945 -0.2617
C 0.8547 1.5986 0.1720
C 0.3251 -0.8163 0.6737
N 0.9837 1.3312 -2.6086
H -0.7147 0.5301 -1.4690
H 0.4854 -0.7440 -2.0409
H 2.0941 -0.1406 -0.3881
H -0.0518 1.7534 0.8009
H 0.8345 2.3700 -0.6306
H 1.7122 1.9758 0.8546
H 0.4781 -1.9440 0.4963
H 0.8398 -0.4607 1.6078
H -0.7941 -0.5800 0.6056
H 2.0765 1.2445 -2.5513
H 0.7742 0.8982 -3.4890
H 0.1944 -1.6955 5.2631
H -0.9424 -1.0069 4.6748
O -0.6221 -1.8749 4.8760
H -2.7855 -0.3090 -1.3314
H -4.1171 -1.3113 -1.9587
O -3.1723 -1.2630 -1.5949
```



Entry from the Open Molecules 2025 dataset: a 3-piece molecular cluster, C4H15NO2S overall in a non-equilibrium geometry (ωB97M-V/def2-TZVPD).

- SMILES: NCCCCS.O.O
- Frontier orbital gap: 9.8 eV
- Electronic energy: -20809.557 eV
- ΔE to the lowest compared entry with this formula, charge and spin: 53.45 kcal per mole
- HOMO energy: -9.308 eV

Structure (XYZ):
```
23
C4H15NO2S | the Open Molecules 2025 dataset | ωB97M-V/def2-TZVPD
C -0.7670 0.8900 1.6548
C -1.2013 -0.5458 1.4671
C -1.5209 -1.0651 -0.0549
S -0.6104 -2.6162 -0.6386
C 0.4578 1.2691 0.7243
N -0.0469 2.1063 -0.3915
H -0.3652 1.1873 2.5434
H -1.6731 1.5280 1.3016
H -1.9698 -0.7206 2.3458
H -0.2606 -1.1473 1.8004
H -1.4131 -0.2071 -0.8103
H -2.5896 -1.1774 0.0317
H -0.8561 -3.2270 0.5834
H 0.7983 0.3960 0.2222
H 1.2061 1.7143 1.3289
H 0.4756 2.8981 -0.4872
H -1.0571 2.3000 -0.4966
H 1.5915 -0.1058 -2.7407
H 0.5845 1.0966 -2.4273
O 1.2868 0.7863 -3.0666
H 2.7506 -1.3379 -1.5326
H 2.2400 -2.3622 -0.7473
O 2.9398 -1.6597 -0.6100
```